Below is 2 unconnected molecules or ions with the total composition C2H6NS in a non-equilibrium geometry, with properties calculated with the ωB97M-V functional and the def2-TZVPD basis.

**E**: -532.72213 hartree
**HOMO**: -2.519 eV
**Charge**: -1

CARTESIAN COORDINATES (ANGSTROEM)
S: -0.8361 -2.8584 -0.3197
H: -1.6737 -3.7611 0.2214
C: 0.4555 0.0569 0.7565
C: 0.1844 1.7762 -0.8124
N: 0.8996 1.3485 0.1280
H: 0.7409 0.0626 1.7962
H: 0.9943 -0.7388 0.2329
H: -0.6252 0.0111 0.7297
H: 0.2812 2.8255 -1.1395
H: -0.4209 1.2776 -1.5932

---

Below is C3H8N4O in the gas phase in a non-equilibrium geometry, with properties calculated with the ωB97M-V functional and the def2-TZVPD basis.

**SMILES**: [H]/N=C\N/C(CN)=N\O
**E**: -413.23035 hartree
**HOMO**: -8.780 eV
**Charge**: 0

CARTESIAN COORDINATES (ANGSTROEM)
H: -2.9016 0.1982 0.4562
N: -2.8425 -0.8562 0.2813
C: -1.6448 -1.3395 0.0381
N: -0.3930 -0.6990 -0.2385
C: 0.1241 0.5765 0.0586
C: 1.6436 0.5573 0.5226
N: 2.0223 -0.6883 -0.3458
N: -0.3407 1.6928 0.1043
O: -1.6510 1.7560 -0.3199
H: -1.4402 -2.4953 -0.2364
H: 0.3175 -1.3281 -0.4382
H: 2.1936 1.4482 0.4543
H: 1.6123 0.1756 1.5527
H: 2.3704 -0.3707 -1.1799
H: 2.7601 -1.3936 0.0585
H: -1.8301 2.7659 -0.7679

---

Below is a molecular structure, C3H2ErFO2 in a non-equilibrium geometry, with properties calculated with the ωB97M-V functional and the def2-TZVPD basis.

**Spin multiplicity**: 4
**E**: -1380.16273 hartree
**HOMO (alpha / beta)**: -18.331 / -18.340 eV
**Charge**: +2

CARTESIAN COORDINATES (ANGSTROEM)
F: 1.7950 1.2191 1.1788
O: -1.1188 -1.2472 -0.6997
O: 0.8713 -0.7715 1.1949
C: -0.9966 0.0126 -0.7876
C: 1.0283 0.3385 0.5420
C: -0.1757 0.8105 0.0207
H: -1.4366 0.4927 -1.6742
H: 0.1467 1.8090 -0.4071
Er: -0.1136 -2.6636 0.6322

---

Below is a gas-phase ion, C4H8NO (charge +1) in a non-equilibrium geometry, with properties calculated with the ωB97M-V functional and the def2-TZVPD basis.

**E**: -286.83122 hartree
**HOMO**: -15.313 eV
**Charge**: +1

CARTESIAN COORDINATES (ANGSTROEM)
C: 0.7073 -0.7388 0.0958
C: -1.4692 0.1575 -0.1841
C: -2.8182 0.2124 0.1133
C: 2.9251 0.1887 -0.0073
N: 1.4271 0.2852 0.1853
O: -0.8054 -0.8801 0.0905
H: 1.1375 -1.7619 -0.2030
H: -1.0431 1.0027 -0.6747
H: -2.9764 -0.4813 0.8993
H: -3.5322 0.2792 -0.6746
H: -3.0784 1.1245 0.5147
H: 2.8505 0.7429 -0.9668
H: 3.3849 -0.7808 -0.1467
H: 3.2904 0.6497 0.9584

---

Below is 2 unconnected molecules or ions with the total composition C3H14N4 in a non-equilibrium geometry, with properties calculated with the ωB97M-V functional and the def2-TZVPD basis.

**E**: -340.96924 hartree
**HOMO**: -17.044 eV
**Charge**: +2

CARTESIAN COORDINATES (ANGSTROEM)
C: 0.7959 -0.9699 0.4229
C: 0.9069 0.0369 2.8856
C: -0.3485 -0.1715 0.8907
N: -0.9101 0.1568 -2.6053
N: -0.2680 0.2425 2.1141
N: 0.0456 0.3240 -3.6994
N: -1.2228 0.9139 2.7552
H: 1.8170 -0.4205 0.5504
H: 0.6835 -1.0162 -0.7346
H: 0.8830 -1.8952 0.9016
H: 0.7926 0.5134 3.8268
H: 1.1379 -0.9786 2.8916
H: 1.7386 0.2119 2.2599
H: -1.2700 -0.3060 0.3591
H: -1.7420 0.7117 -2.6754
H: 0.8349 -0.1360 -3.1540
H: -0.2198 -0.0058 -4.7393
H: 0.4184 1.3128 -3.6779
H: -1.1671 -0.8131 -2.4155
H: -1.0188 1.3347 3.7175
H: -1.9363 1.3996 2.2654

---

Question: The lowest charge belongs to which entry?
Answer: C2H6NS

---

Question: charge of number 1 (C2H6NS)?
Answer: -1

---

Question: What is the charge in the second record?
Answer: 0

---

Question: The lowest E belongs to which entry?
Answer: C3H2ErFO2